13
Properties=species:S:1:pos:R:3:forces:R:3 method="wB97M-V/def2-TZVPD" relative_energy_kcal_mol=61.1 energy_ha=-340.69759 gap_ev=10.9 smiles="[H]/N=C(/C#N)OCC" charge=0 largest_force_ha_per_bohr=0.0276
C -2.122312 0.103517 -0.232142 0.1 0.1 0.0
C -0.685305 -0.333558 -0.036176 -0.1 -0.1 0.0
O 0.186566 0.797818 0.231478 0.5 -0.1 -0.1
C 1.460721 0.418298 0.461613 0.5 -1.0 -0.6
N 1.955230 -0.721853 0.704592 -0.2 -0.4 -0.3
C 2.620764 1.174856 0.010218 0.7 1.1 -0.7
N 3.610740 1.339370 -0.568998 -1.0 0.6 0.7
H -2.208342 0.830486 -1.042499 0.0 0.0 0.1
H -2.725453 -0.773475 -0.501993 0.2 0.2 0.1
H -2.546494 0.523424 0.683859 0.1 0.0 -0.1
H -0.297598 -0.809480 -0.946533 -0.1 0.0 0.1
H -0.621677 -1.051725 0.790454 0.0 0.2 -0.1
H 1.373165 -1.497679 0.446132 -0.7 -0.5 0.8